Computed, not measured: a molecular structure, C58H66ClN3O4SeSr, with ωB97M-V/def2-TZVPD.

Calculated total energy, hartree: -5607.451811
Charge: -2
Gap between HOMO and LUMO, eV: 3.993

```
134
Properties=species:S:1:pos:R:3:forces:R:3:mulliken_charge:R:1
Sr 0.325 0.016 0.186 0.49 0.29 -0.04 0.57
C -7.685 1.113 -2.303 0.01 0.00 0.00 -1.69
C -7.238 0.052 -1.287 -0.01 0.01 -0.01 2.13
C -8.183 0.094 -0.077 0.00 0.00 0.00 -1.60
C -7.381 -1.321 -1.946 0.00 -0.01 -0.01 -2.00
C -5.803 0.326 -0.843 -0.02 0.00 0.00 -0.71
C -4.770 -0.587 -0.986 0.02 -0.01 0.01 -0.14
C -3.479 -0.291 -0.571 0.00 0.11 0.01 -0.45
Se -2.150 -1.675 -0.631 -0.28 -0.31 -0.14 0.13
C -2.426 -2.394 1.134 0.01 -0.08 0.02 0.27
C -3.396 -3.374 1.315 0.00 0.01 -0.01 -0.14
C -3.665 -3.896 2.568 0.01 0.00 0.03 -0.58
C -2.949 -3.349 3.647 -0.01 -0.02 -0.03 -0.40
C -1.983 -2.373 3.520 0.09 0.02 -0.02 -0.28
C -1.628 -1.905 2.201 -0.08 0.08 0.11 0.17
O -0.667 -1.084 2.018 -0.08 -0.16 0.15 -0.11
C -1.315 -1.723 4.736 -0.06 0.06 0.00 2.75
C -1.615 -0.214 4.709 -0.02 0.00 0.01 -1.30
C 0.205 -1.934 4.738 0.02 -0.01 -0.04 -1.35
C -1.853 -2.276 6.059 -0.01 0.00 -0.01 -2.66
C -4.708 -4.981 2.824 0.00 -0.01 0.00 1.97
C -5.394 -5.433 1.534 0.01 -0.01 -0.01 -2.14
C -5.793 -4.455 3.776 0.00 0.00 0.00 -1.63
C -4.040 -6.208 3.461 0.00 -0.01 0.00 -1.73
C -3.120 0.970 -0.011 -0.04 -0.08 0.06 0.33
O -1.916 1.272 0.293 0.09 -0.06 -0.02 0.79
C -4.217 1.877 0.223 0.01 0.03 -0.04 -0.54
C -5.484 1.537 -0.212 0.01 0.01 0.00 -0.36
C -3.962 3.150 1.035 -0.01 -0.01 0.04 3.05
C -5.240 3.967 1.251 0.00 0.00 -0.01 -2.59
C -2.940 4.074 0.355 -0.02 -0.01 -0.03 -1.15
C -3.424 2.744 2.418 0.00 0.00 0.03 -1.73
H -8.720 0.941 -2.618 0.00 0.00 0.00 0.46
H -7.043 1.085 -3.187 0.00 0.00 0.00 0.35
H -7.621 2.116 -1.878 0.00 0.00 0.00 0.29
H -9.218 -0.092 -0.385 0.00 0.00 0.00 0.46
H -8.146 1.065 0.420 0.00 0.00 0.00 0.30
H -7.895 -0.664 0.654 0.00 0.00 0.00 0.31
H -8.417 -1.474 -2.260 0.00 0.00 0.00 0.43
H -7.115 -2.123 -1.255 0.00 0.00 0.00 0.23
H -6.741 -1.408 -2.827 0.00 0.00 0.00 0.38
H -4.947 -1.568 -1.409 0.01 0.00 0.00 0.37
H -3.941 -3.709 0.441 0.00 0.00 0.00 0.35
H -3.181 -3.711 4.642 -0.01 0.01 0.01 0.40
H -1.221 0.242 3.803 -0.02 0.00 0.02 -0.03
H -1.150 0.278 5.569 -0.01 -0.02 0.00 0.41
H -2.695 -0.044 4.749 -0.01 0.01 0.00 0.28
H 0.651 -1.578 3.812 0.00 0.00 0.00 -0.19
H 0.441 -2.993 4.858 0.01 -0.05 0.00 0.18
H 0.650 -1.383 5.574 0.00 0.01 -0.01 0.48
H -2.929 -2.109 6.163 -0.01 0.00 -0.01 0.38
H -1.352 -1.763 6.884 0.00 0.00 0.00 0.49
H -1.657 -3.348 6.162 0.00 0.00 0.00 0.41
H -5.920 -4.606 1.053 0.00 0.00 0.00 0.33
H -6.125 -6.216 1.759 0.00 0.00 0.00 0.46
H -4.673 -5.837 0.821 0.00 0.00 0.00 0.37
H -6.292 -3.588 3.338 0.00 0.00 0.00 0.30
H -5.365 -4.144 4.730 0.00 0.00 0.00 0.29
H -6.544 -5.228 3.975 0.00 0.00 0.00 0.48
H -3.291 -6.626 2.785 0.00 0.01 0.00 0.31
H -4.780 -6.986 3.680 0.00 0.00 0.00 0.47
H -3.538 -5.943 4.393 0.00 0.00 0.00 0.29
H -6.290 2.242 -0.045 -0.01 0.00 0.01 0.37
H -5.665 4.315 0.305 0.00 0.01 0.00 0.42
H -5.002 4.846 1.856 0.00 0.00 0.00 0.47
H -6.003 3.393 1.782 0.00 -0.01 -0.01 0.39
H -3.250 4.305 -0.669 0.00 0.00 0.00 0.26
H -1.959 3.606 0.334 -0.01 0.01 0.05 -0.40
H -2.864 5.016 0.908 0.02 -0.01 0.00 0.58
H -4.176 2.165 2.960 0.00 0.00 0.00 0.34
H -3.180 3.634 3.009 -0.01 0.01 0.00 0.49
H -2.523 2.139 2.318 -0.04 0.02 0.00 0.05
O 3.977 -0.925 -6.626 -0.02 -0.01 -0.01 -0.50
C 4.013 -1.884 -5.575 0.01 0.00 -0.01 -0.57
C 3.007 -1.543 -4.512 0.00 -0.02 0.03 0.52
C 2.814 -2.420 -3.453 0.00 -0.04 0.05 -1.24
C 1.938 -2.067 -2.442 -0.07 0.06 0.06 -0.40
N 1.253 -0.923 -2.447 -0.10 -0.12 -0.10 0.60
C 1.399 -0.104 -3.483 0.07 -0.04 0.00 0.20
C 2.278 -0.369 -4.534 0.02 0.04 0.01 -0.90
C 0.565 1.134 -3.451 -0.03 0.05 0.05 0.54
C 0.396 1.943 -4.569 -0.01 0.01 -0.03 -0.71
C -0.410 3.071 -4.478 -0.01 0.01 0.01 0.37
C -0.644 3.941 -5.683 -0.01 0.00 0.00 -0.62
O -1.249 3.228 -6.761 0.01 0.00 0.00 -0.53
C -1.021 3.341 -3.266 0.01 0.00 -0.01 -1.20
C -0.803 2.479 -2.198 -0.01 -0.03 0.04 -1.26
N -0.030 1.404 -2.286 -0.02 0.04 -0.07 0.97
H 4.688 -1.127 -7.238 0.01 0.01 0.01 0.29
H 5.007 -1.912 -5.116 0.00 0.00 0.00 0.30
H 3.795 -2.885 -5.963 0.00 0.00 0.01 0.29
H 3.359 -3.354 -3.385 0.00 0.01 -0.02 0.44
H 1.775 -2.702 -1.580 0.03 -0.04 0.04 0.22
H 2.418 0.329 -5.344 -0.01 0.01 0.00 0.46
H 0.859 1.696 -5.515 0.01 -0.01 0.00 0.42
H 0.303 4.317 -6.074 0.00 0.00 0.00 0.32
H -1.258 4.802 -5.399 0.00 0.00 0.00 0.29
H -1.932 2.663 -6.386 0.00 0.00 0.00 0.35
H -1.668 4.201 -3.140 0.00 0.00 -0.01 0.43
H -1.276 2.622 -1.235 0.03 -0.02 -0.05 0.45
C 0.405 -5.039 2.374 -0.03 0.02 -0.02 -0.46
C 1.574 -4.852 3.093 0.04 0.00 0.02 -0.61
C 2.543 -4.001 2.591 0.00 -0.01 0.03 -0.98
C 2.320 -3.339 1.383 -0.12 0.09 -0.12 0.59
N 1.186 -3.522 0.691 0.05 0.04 -0.12 0.05
C 0.269 -4.353 1.177 -0.02 0.01 0.01 -0.54
C 3.337 -2.416 0.805 0.03 0.06 0.00 -0.11
C 4.659 -2.874 0.794 0.00 0.00 0.01 -0.68
C 5.670 -2.092 0.256 0.03 -0.05 0.00 -0.76
C 5.339 -0.843 -0.252 0.02 0.05 -0.02 -0.87
C 4.018 -0.406 -0.215 -0.05 -0.02 -0.03 -0.23
C 2.940 -1.155 0.300 0.01 -0.03 0.10 0.75
H -0.402 -5.660 2.739 0.00 -0.02 0.00 0.30
H 1.718 -5.343 4.049 0.01 0.00 0.00 0.31
H 3.455 -3.805 3.139 -0.01 -0.01 0.02 0.45
H -0.632 -4.469 0.586 -0.03 0.02 0.01 0.75
H 4.894 -3.858 1.193 0.02 0.00 -0.02 0.42
H 6.694 -2.449 0.235 0.00 -0.01 0.00 0.35
H 6.114 -0.207 -0.672 0.00 0.00 0.00 0.39
H 3.823 0.588 -0.621 -0.02 0.02 0.00 0.11
Cl 1.262 1.665 6.617 0.01 0.01 0.02 -0.30
C 1.311 1.957 4.881 0.02 0.03 0.01 0.58
C 2.342 1.432 4.115 -0.02 -0.03 -0.02 -0.89
C 2.379 1.650 2.752 -0.01 0.00 0.03 -0.13
C 1.377 2.407 2.070 -0.02 -0.09 -0.05 1.40
C 1.368 2.557 0.669 0.07 0.15 0.01 -2.20
C 0.336 2.911 2.907 0.00 0.00 -0.01 -0.20
C 0.305 2.694 4.269 0.01 -0.01 -0.03 -0.60
H 3.112 0.832 4.586 0.00 0.00 0.01 0.37
H 3.175 1.198 2.171 0.01 0.01 -0.01 0.28
H 2.291 2.390 0.119 0.01 0.01 0.01 0.29
H 0.659 3.251 0.226 0.03 0.04 0.00 0.30
H -0.472 3.470 2.446 0.01 0.01 0.00 0.09
H -0.517 3.081 4.860 0.00 0.00 0.01 0.31
```
Forces are in eV/Å.